[1]
# C5H8O

A single C5H8O molecule (the ωB97M-V functional and the def2-TZVPD basis, OMol25).

Calculated values
**Spin multiplicity**: 1
**SMILES**: CC(=O)C1CC1
**Charge**: 0
**Total energy**: -7360.289 eV

Atoms and positions in Å:
C 1.757816 -0.659142 1.010031
C 0.473263 -0.863245 0.188320
O -0.308524 -1.343790 0.979968
C -0.145608 -0.027985 -0.957905
C -1.644758 0.121604 -0.811293
C -0.758204 1.215430 -0.318530
H 2.264415 -1.612634 1.212662
H 2.350057 0.083065 0.516168
H 1.457032 -0.262292 2.006966
H 0.259830 0.101610 -1.962799
H -2.105931 -0.514720 -0.064359
H -2.245610 0.305987 -1.698135
H -0.725805 2.157382 -0.858842
H -0.627974 1.298731 0.757748

Force components x, y, z for each atom (eV/Å):
C 0.4 0.5 -0.8
C -0.8 1.2 2.5
O -1.6 -1.5 -0.8
C 0.3 -0.2 0.3
C 0.0 -0.1 -0.1
C 0.0 0.2 0.1
H 0.0 0.4 -0.4
H 1.1 0.2 -0.1
H 0.0 -0.2 -0.9
H 0.3 -0.2 0.5
H 0.1 0.1 -0.2
H 0.3 -0.1 0.1
H 0.1 -0.2 0.0
H -0.1 0.1 -0.2

---

[2]
# C33H52AuGeN4SSi2

C33H52AuGeN4SSi2 as an isolated structure (the ωB97M-V functional and the def2-TZVPD basis, OMol25).

Calculated values
**Spin multiplicity**: 1
**Charge**: -1
**Total energy**: -127825.691 eV

Atoms and positions in Å:
Au -0.090789 -0.046656 -0.188383
C 1.611416 1.523559 5.501527
Si 2.796814 2.116448 4.158475
C 4.519853 2.160682 4.950943
C 2.406150 3.872963 3.585396
C 2.899720 0.955786 2.676687
C 4.061941 0.294361 2.327337
C 4.120110 -0.538785 1.206380
C 2.993314 -0.647660 0.429531
N 1.860417 -0.007969 0.722731
C 1.760908 0.746744 1.848264
S 0.204209 1.357674 2.192283
H 1.665836 2.176522 6.377044
H 1.857375 0.508636 5.822309
H 0.586952 1.521672 5.133614
H 4.509061 2.835586 5.810218
H 5.282337 2.522448 4.256697
H 4.828255 1.175699 5.310162
H 2.393560 4.568322 4.428978
H 1.431357 3.903316 3.099725
H 3.152876 4.225026 2.869508
H 4.950854 0.411977 2.939044
H 5.019770 -1.076500 0.944265
H 2.971676 -1.263477 -0.462241
C 2.442563 1.705459 -1.891447
Si 0.566075 1.379731 -2.044921
C 0.380734 0.363669 -3.683650
C -1.002592 -0.285599 -3.801113
C 1.449123 -0.740880 -3.651495
C 0.623614 1.230910 -4.924598
C -0.207223 3.156608 -2.076940
C -1.711590 3.097434 -2.364931
C 0.015191 3.779452 -0.692814
C 0.444475 4.073554 -3.119457
H 2.809286 2.317683 -2.718517
H 3.012532 0.775467 -1.887362
H 2.667042 2.226376 -0.957954
H -1.211258 -0.930481 -2.945392
H -1.050117 -0.893842 -4.711950
H -1.796591 0.463568 -3.851599
H 1.529528 -1.193970 -2.660474
H 2.432337 -0.343184 -3.912571
H 1.200719 -1.534458 -4.362886
H -0.202818 1.924986 -5.089238
H 0.704302 0.594668 -5.813290
H 1.547837 1.809155 -4.843151
H -2.220452 2.428291 -1.673625
H -1.906810 2.741051 -3.379963
H -2.156491 4.094454 -2.264252
H -0.406200 3.161720 0.101825
H -0.459489 4.766845 -0.648356
H 1.079508 3.911609 -0.483388
H 0.225217 3.756607 -4.139297
H 1.529200 4.122229 -3.002199
H 0.054064 5.090056 -2.996285
C -5.171414 -0.419678 -0.787943
Ge -3.423917 -1.200269 -0.258292
C -3.283443 -2.883252 -1.267102
C -3.685317 -1.636889 1.663840
C -2.041044 0.110860 -0.556641
H -5.954044 -1.143905 -0.552357
H -5.225864 -0.191698 -1.853436
H -5.379712 0.496283 -0.230960
H -4.200640 -3.456248 -1.117513
H -2.442695 -3.483716 -0.928120
H -3.166053 -2.693084 -2.335115
H -4.270702 -2.553963 1.747153
H -4.220313 -0.829988 2.167164
H -2.731554 -1.784409 2.168277
H -2.398006 1.106136 -0.288043
N -1.185427 -7.134459 1.859567
C -1.372934 -8.463859 1.562770
C -1.826302 -9.539801 2.304579
C -1.897999 -10.773574 1.662279
C -1.527079 -10.909128 0.325217
C -1.072502 -9.828674 -0.419120
C -0.991808 -8.582420 0.202614
N -0.595906 -7.371352 -0.293590
C -0.720502 -6.500777 0.709587
C -0.439854 -5.115764 0.637352
C -0.548873 -4.208408 1.733550
C -0.291280 -2.879867 1.549391
N 0.053147 -2.325877 0.360147
C 0.163968 -3.190028 -0.693068
C -0.040405 -4.532523 -0.603663
H -1.385243 -6.686422 2.732706
H -2.119233 -9.430602 3.342408
H -2.250351 -11.639186 2.209843
H -1.602802 -11.883752 -0.143082
H -0.789183 -9.938670 -1.457959
H -0.817534 -4.552482 2.725964
H -0.333751 -2.187785 2.385485
H 0.427687 -2.735563 -1.639946
H 0.077253 -5.177037 -1.463360

Force components x, y, z for each atom (eV/Å):
Au 0.3 0.8 -1.0
C 0.1 0.1 -0.2
Si 0.0 0.1 0.1
C -0.1 0.0 -0.1
C 0.0 -0.2 0.1
C 0.1 0.0 0.0
C 0.0 0.1 0.1
C 0.1 -0.1 -0.1
C 0.0 0.0 0.0
N 0.2 0.1 0.0
C -0.1 0.0 0.1
S 0.1 0.2 0.7
H 0.1 0.0 0.0
H 0.0 0.0 0.0
H 0.0 0.0 0.0
H 0.0 0.0 0.0
H 0.0 0.0 0.0
H 0.0 0.0 0.0
H 0.0 0.0 0.0
H 0.0 0.0 0.0
H 0.0 0.0 0.0
H 0.0 0.0 0.0
H 0.0 0.0 0.0
H 0.0 0.0 0.0
C -0.2 -0.2 0.2
Si -0.3 -0.1 0.1
C -0.1 0.1 0.1
C 0.1 0.0 0.0
C 0.0 0.1 0.0
C 0.0 0.0 0.1
C -0.2 -0.2 0.0
C 0.1 0.0 0.1
C -0.1 -0.1 0.0
C 0.1 -0.1 0.0
H -0.1 0.0 -0.1
H 0.0 0.0 0.0
H 0.0 0.0 0.0
H -0.1 0.1 0.0
H 0.0 0.0 -0.1
H 0.0 -0.1 0.1
H 0.0 -0.1 0.0
H 0.0 0.0 0.0
H 0.0 0.0 -0.1
H 0.0 0.0 0.0
H 0.0 0.0 0.0
H 0.0 0.0 0.0
H 0.0 0.0 -0.1
H 0.0 0.0 0.0
H 0.0 0.1 -0.1
H 0.0 0.0 0.0
H 0.0 0.0 0.0
H 0.0 0.0 0.1
H 0.0 0.1 0.0
H 0.0 0.0 0.0
H 0.0 0.0 0.0
C 0.0 -0.1 0.1
Ge 0.5 0.7 -0.3
C 0.0 0.0 0.1
C 0.0 -0.2 -0.1
C -0.5 -0.2 0.1
H -0.1 0.0 0.0
H 0.1 0.0 0.0
H 0.1 0.0 0.0
H 0.0 -0.1 0.0
H 0.0 -0.1 0.0
H 0.0 0.1 0.0
H -0.1 -0.1 0.1
H 0.0 0.0 0.0
H 0.0 0.0 0.0
H 0.1 0.0 -0.1
N 0.2 0.3 -0.4
C 0.1 0.1 -0.4
C -0.1 -0.3 0.1
C 0.0 0.3 0.3
C 0.1 0.0 -0.3
C 0.0 -0.1 0.1
C -0.2 -0.2 0.5
N 0.1 0.8 0.4
C -0.4 -2.1 -0.1
C 0.4 2.3 -0.2
C 0.0 -1.3 -0.6
C 0.5 1.0 -0.6
N -0.7 -1.7 0.1
C 0.2 1.1 0.7
C -0.2 -1.1 0.8
H 0.0 0.0 0.1
H 0.0 0.0 0.0
H 0.0 0.0 0.0
H 0.0 0.0 0.0
H 0.0 0.0 0.0
H 0.0 0.0 0.0
H -0.1 0.0 -0.1
H -0.1 0.0 0.0
H -0.1 0.0 0.0

---

[3]
# C6H10BN3O

A 2-piece molecular cluster, C6H10BN3O overall (the ωB97M-V functional and the def2-TZVPD basis, OMol25).

Calculated values
**Spin multiplicity**: 1
**Charge**: 0
**Total energy**: -13575.966 eV

Atoms and positions in Å:
B 2.273499 0.470070 0.526264
C -2.475851 -1.198914 0.920431
C -2.278892 0.109971 0.801805
C -2.076129 -2.075475 -0.022234
C -1.557167 0.946288 -0.194754
C -1.297065 -0.183197 -0.982098
C 1.998278 1.241688 -0.858019
N -1.406597 -1.379525 -1.009361
N -1.179251 2.142558 -0.410260
N 1.928631 -0.906238 0.513775
O 3.150905 0.705332 1.506202
H -3.108108 -1.664616 1.794578
H -2.763054 0.809670 1.473314
H -2.099729 -3.086240 -0.037748
H 2.617989 2.192943 -1.124258
H 0.998282 1.590190 -0.778316
H 2.046997 0.518104 -1.655540
H -1.317007 2.893411 0.355850
H 1.048400 -0.966930 0.053413
H 1.856206 -1.459088 1.348560
H 3.458787 1.641293 1.651507

Force components x, y, z for each atom (eV/Å):
B 1.4 -1.0 -2.0
C -2.6 -2.6 3.0
C -0.3 4.2 0.9
C 1.6 2.1 -1.9
C 0.7 0.1 -0.3
C -0.1 -1.8 -0.3
C 1.3 1.7 1.0
N 0.0 0.0 -0.3
N -0.5 1.9 1.8
N -1.5 -0.1 -0.1
O 1.5 3.1 2.1
H 1.4 1.3 -1.6
H 0.0 -0.2 0.4
H -0.2 -2.8 -0.1
H -0.8 -1.8 0.6
H -1.2 0.5 -0.3
H 0.2 -0.1 -0.3
H -0.1 -2.1 -1.5
H -0.6 -0.8 -0.8
H 0.4 0.1 0.4
H -0.5 -1.6 -0.5

---

[4]
# C6H15NO

A 2-piece molecular cluster, C6H15NO overall (the ωB97M-V functional and the def2-TZVPD basis, OMol25).

Calculated values
**Spin multiplicity**: 1
**SMILES**: CCC/C=C(/C)N.O
**Charge**: 0
**Total energy**: -10001.385 eV

Atoms and positions in Å:
C -1.169655 1.514781 1.599885
C -1.331920 1.346234 0.058380
C 0.010620 1.714215 -0.610740
N 0.177190 -0.982793 -1.741101
C 1.108313 -0.514142 -0.763553
C 1.138711 0.779458 -0.372578
C 1.942139 -1.566562 -0.085601
H -0.485490 0.774902 1.941465
H -0.748108 2.507686 1.797520
H -2.179548 1.532001 1.989445
H -1.670732 0.320300 -0.252152
H -2.046228 2.090813 -0.253436
H 0.422552 2.710902 -0.168021
H -0.095383 1.677422 -1.706273
H -0.477465 -1.663902 -1.344100
H -0.404535 -0.190035 -1.993051
H 1.693613 1.063655 0.522507
H 1.543909 -1.588379 0.951189
H 2.991315 -1.309516 0.089724
H 2.063502 -2.523297 -0.596543
H -0.069066 -2.681745 0.467775
H -1.547086 -2.846303 0.174767
O -0.866649 -2.165695 0.294490

Force components x, y, z for each atom (eV/Å):
C -0.7 0.7 -1.9
C 1.1 0.1 0.6
C 0.7 1.0 -0.4
N 0.4 0.8 -0.2
C -0.3 0.4 -0.3
C -0.4 -1.6 1.5
C 0.7 0.4 0.9
H 0.1 -0.7 0.8
H 0.0 -0.1 0.0
H 0.1 -0.5 0.8
H 0.3 1.0 0.5
H -0.5 0.1 -0.4
H -1.3 -1.2 -1.4
H -0.3 1.2 0.1
H 0.8 0.3 -0.2
H 0.1 -0.2 -0.3
H 0.7 -0.4 -0.5
H 0.2 -0.8 -0.5
H -0.1 0.6 -0.2
H -0.8 -0.1 0.1
H 0.0 0.1 0.1
H 0.0 0.2 0.2
O -0.9 -1.2 0.7